1.
Entry from the OMol25 dataset: 2 unconnected molecules or ions with the total composition C4H12 (ωB97M-V with the def2-TZVPD basis set).

The structure (SMILES) is CC.CC. The HOMO-LUMO gap is 12.0 eV. The energy relative to the best compared isomer or geometry (same formula, charge and spin) comes out at 75.8 kJ/mol. The HOMO energy comes out at -0.4033 Eh.

Last column: Löwdin charge in e.
CARTESIAN COORDINATES (ANGSTROEM)
C  0.70745  0.24619  1.37403  -0.181
C  1.31248  0.26839  2.81126  -0.161
H  0.99274  1.19436  0.92605  0.058
H  1.05074  -0.62763  0.83455  0.057
H  -0.38483  0.18161  1.46080  0.063
H  0.69681  -0.28377  3.51187  0.056
H  1.55503  1.30137  3.03006  0.055
H  2.27298  -0.26239  2.78376  0.058
C  -0.52712  0.30215  -2.07030  -0.183
C  -1.57716  -0.74818  -2.22050  -0.182
H  -0.38872  0.55985  -1.01314  0.031
H  0.46709  -0.10978  -2.22118  0.065
H  -0.56311  1.23636  -2.62727  0.067
H  -2.55278  -0.72546  -1.69622  0.068
H  -1.73419  -0.90457  -3.27929  0.059
H  -1.32739  -1.62852  -1.60448  0.068



2.
Entry from the OMol25 dataset: a molecular structure, AsF6H76O38 (ωB97M-V with the def2-TZVPD basis set).

The HOMO-LUMO gap is 7.9 eV. The energy relative to the best compared isomer or geometry (same formula, charge and spin) comes out at 0.0 kJ/mol. The HOMO energy comes out at -0.2475 Eh. Its total charge is -1.

Last column: Löwdin charge in e.
CARTESIAN COORDINATES (ANGSTROEM)
As  0.09070  -0.11799  -0.17149  1.025
F  1.03111  1.25542  0.60855  -0.253
F  1.39857  -1.27527  0.21282  -0.239
F  -0.80103  -1.51715  -0.86890  -0.232
F  -1.26657  1.01802  -0.55949  -0.238
F  0.71104  0.25125  -1.81746  -0.236
F  -0.70189  -0.42779  1.37662  -0.238
O  1.76688  4.10238  2.19538  -0.038
H  2.64833  4.44706  2.05225  0.064
H  1.30903  4.26426  1.37052  -0.003
O  4.71702  1.86666  0.81580  -0.049
H  4.66202  1.14513  0.18922  -0.002
H  4.10839  2.52410  0.47877  -0.009
O  3.69270  -2.64899  -0.41722  -0.054
H  2.74552  -2.51097  -0.41271  0.018
H  4.06374  -1.76669  -0.42735  0.008
O  -1.84505  2.74351  -3.15909  -0.034
H  -2.54656  2.92614  -2.53398  0.010
H  -1.27407  3.51018  -3.10980  0.013
O  -2.10210  -4.10841  3.80432  -0.019
H  -2.24127  -4.39170  4.70798  0.075
H  -1.15187  -4.02802  3.72166  0.038
O  -1.12638  0.07806  -3.65539  -0.059
H  -0.47007  0.01208  -2.96174  -0.003
H  -1.26829  1.01857  -3.76281  0.027
O  -3.27964  -1.26016  -0.63450  -0.076
H  -3.19499  -0.94327  0.26475  0.011
H  -2.40445  -1.57426  -0.86166  0.016
O  2.38187  -1.39769  3.70417  -0.046
H  2.74519  -1.15012  4.55443  0.086
H  2.34876  -0.57878  3.20970  0.017
O  -2.84634  4.66629  1.24053  -0.045
H  -2.54673  4.08718  1.94132  0.003
H  -2.83056  5.54104  1.62886  0.060
O  3.73604  0.93123  -3.38694  -0.034
H  3.26637  0.48326  -4.09047  0.011
H  3.16515  1.65988  -3.14326  0.008
O  -0.22347  -2.02453  -4.93510  -0.062
H  -0.64936  -1.27972  -4.51071  -0.033
H  0.18121  -2.51084  -4.21680  -0.022
O  4.78386  -0.26526  -1.15614  -0.036
H  4.39709  0.13800  -1.93333  0.006
H  5.70302  0.00082  -1.17992  0.072
O  -5.27015  -3.01605  0.04820  -0.090
H  -4.67133  -3.33323  0.72426  -0.068
H  -4.87015  -2.20493  -0.26534  -0.029
O  3.20538  -1.80137  -4.98684  -0.056
H  3.17626  -2.24204  -4.13760  -0.022
H  2.30680  -1.84952  -5.31313  0.005
O  2.89332  -3.56029  -3.00450  -0.045
H  1.95653  -3.54689  -2.80835  0.000
H  3.31742  -3.60123  -2.14736  0.013
O  -3.86013  -4.06078  1.87854  -0.034
H  -3.16705  -4.00011  2.53596  -0.018
H  -3.83353  -4.97151  1.58513  0.061
O  0.36552  5.53181  -3.19126  -0.055
H  0.18533  5.64033  -4.12506  0.035
H  0.76055  4.66264  -3.12249  -0.029
O  -1.66692  -0.90581  3.79454  -0.040
H  -1.54765  -1.84499  3.65334  0.029
H  -1.22025  -0.49334  3.05523  0.020
O  0.11316  -3.94644  -3.00311  -0.026
H  0.21274  -4.87915  -3.19379  0.075
H  -0.39049  -3.92024  -2.18955  0.025
O  1.52597  0.99535  -5.15426  -0.032
H  1.57508  0.30653  -5.81710  0.067
H  0.88254  1.61460  -5.49888  0.067
O  -1.18544  -4.78427  -0.42237  -0.038
H  -1.63623  -4.94676  0.40625  0.028
H  -0.28878  -5.08281  -0.27034  -0.014
O  5.66034  -4.23824  0.94209  -0.048
H  5.26879  -3.87042  0.14985  0.004
H  5.26840  -5.10785  1.02202  0.037
O  -6.59685  -0.23806  -0.87832  -0.055
H  -6.71325  -0.53641  -1.78036  0.034
H  -5.78385  0.26687  -0.89557  -0.032
O  -3.24491  3.14800  3.37867  -0.046
H  -3.15461  2.40011  3.96921  -0.008
H  -4.12211  3.48824  3.55469  0.058
O  2.96366  3.62468  -0.51152  -0.032
H  2.05367  3.65952  -0.21667  -0.015
H  2.97518  4.14285  -1.31626  0.057
O  0.08854  3.81739  -0.13678  -0.034
H  -0.53803  4.53977  -0.17930  0.060
H  -0.45123  3.03950  0.00384  0.025
O  3.99184  -3.40496  3.28695  -0.074
H  4.35654  -3.45268  2.40323  -0.021
H  3.42096  -2.63682  3.26981  -0.048
O  -3.69133  -0.78811  -3.19804  -0.065
H  -2.76644  -0.57577  -3.32348  -0.030
H  -3.75137  -1.06899  -2.28495  -0.028
O  2.78258  1.10794  2.73774  -0.048
H  3.51872  1.20109  2.13305  0.007
H  2.06557  1.58326  2.31798  0.007
O  1.39909  -6.10018  0.05529  -0.028
H  1.96122  -5.97060  0.81913  0.049
H  2.00816  -6.22533  -0.67245  0.046
O  -3.63034  4.25981  -1.40739  -0.041
H  -3.46271  4.34656  -0.46899  -0.017
H  -3.73277  5.15971  -1.71708  0.053
O  -3.08942  1.01837  5.23896  -0.040
H  -2.74486  1.15631  6.12128  0.056
H  -2.44378  0.45312  4.81485  -0.003
O  1.55893  2.87471  -3.19899  -0.037
H  1.56613  2.20934  -3.88708  -0.009
H  1.19258  2.42721  -2.43626  0.033
O  -0.03627  5.58483  3.71009  -0.053
H  0.05554  4.66631  3.45683  -0.001
H  -0.83218  5.60890  4.24130  0.029
O  -4.36917  1.40619  -0.71198  -0.025
H  -4.00412  2.18064  -0.28397  0.024
H  -3.78653  0.69208  -0.45350  -0.004
O  0.73372  -3.14044  2.51834  -0.046
H  0.84517  -2.80156  1.63010  0.004
H  1.22730  -2.53386  3.07031  -0.021
O  2.50021  3.97008  5.26285  -0.054
H  3.12093  3.24262  5.30447  0.026
H  2.05870  3.86094  4.42059  -0.018
O  -3.94643  -0.62118  2.04234  -0.013
H  -3.36968  -0.79458  2.78633  0.006
H  -4.13180  0.31638  2.09579  0.044



3.
Entry from the OMol25 dataset: a single C6H7NS molecule (ωB97M-V with the def2-TZVPD basis set).

The structure (SMILES) is C=C(/C=C\C#N)CS. The HOMO-LUMO gap is 9.5 eV. The energy relative to the best compared isomer or geometry (same formula, charge and spin) comes out at 173.8 kJ/mol. The HOMO energy comes out at -0.3500 Eh.

Last column: Löwdin charge in e.
CARTESIAN COORDINATES (ANGSTROEM)
C  0.44776  1.51712  -0.59450  0.080
C  -0.26726  0.46768  -0.14854  -0.367
C  0.23359  -0.89501  -0.40644  -0.102
C  1.44066  -1.37066  -0.15736  -0.091
C  2.58596  -0.55866  0.19310  -0.232
N  3.40101  0.18829  0.53048  0.152
C  -1.59124  0.64906  0.55353  -0.528
S  -2.90612  -0.48070  0.01294  0.707
H  1.37374  1.39927  -1.16885  0.078
H  0.07988  2.52162  -0.35843  0.076
H  -0.61094  -1.53017  -0.60201  0.062
H  1.65571  -2.44263  -0.44572  0.127
H  -1.47717  0.53418  1.62902  0.078
H  -2.01967  1.64310  0.43305  0.070
H  -2.34588  -1.64249  0.52972  -0.109



Number 1: E_LUMO 1.06 eV, largest force on an atom 2.3 eV/Å, electronic energy -159.55609 Eh. Number 2: E_LUMO 1.18 eV, largest force on an atom 2.6 eV/Å, electronic energy -5740.04172 Eh. Number 3: E_LUMO 0.01 eV, largest force on an atom 2.6 eV/Å, electronic energy -685.70368 Eh.